[1]
Computed, not measured: a 6-piece molecular cluster, C15H30Cl6O3 overall at a distorted geometry, with the ωB97M-V functional and the def2-TZVPD basis.

The geometry in XYZ format:
```
54
Properties=species:S:1:pos:R:3:lowdin_charge:R:1
C 2.4503 1.3014 3.6211 -0.197
C 2.5527 0.0616 2.7679 -0.197
C 4.0589 0.0345 2.3605 -0.179
O 4.6126 1.2967 2.7763 -0.157
C 3.5485 2.1895 3.0722 -0.218
H 2.6451 0.9390 4.6305 0.109
H 1.4416 1.7062 3.5389 0.091
H 1.8420 0.1401 1.9452 0.058
H 2.3143 -0.8007 3.3905 0.100
H 4.1544 -0.0519 1.2781 0.089
H 4.5385 -0.7531 2.9416 0.108
H 3.2836 2.7070 2.1502 0.104
H 3.7890 2.9563 3.8086 0.112
C -2.1773 -1.8063 -3.9452 -0.183
C -0.8354 -2.3311 -4.3675 -0.187
C 0.1199 -2.1579 -3.1913 -0.179
O -0.5866 -1.1548 -2.4599 -0.160
C -1.7471 -0.6483 -3.1163 -0.243
H -2.7246 -2.5492 -3.3649 0.119
H -2.8240 -1.4403 -4.7426 0.116
H -0.4690 -1.6788 -5.1603 0.111
H -0.8744 -3.3285 -4.8054 0.108
H 1.0832 -1.7931 -3.5479 0.075
H 0.1841 -3.0734 -2.6032 0.120
H -1.5706 0.2806 -3.6586 0.116
H -2.5087 -0.3969 -2.3782 0.067
C -2.8402 -0.5446 3.2307 -0.168
C -1.8681 -0.0282 2.1674 -0.159
C -2.0723 -1.0565 1.0833 -0.189
O -2.4269 -2.2969 1.7530 -0.126
C -3.2967 -1.9051 2.7435 -0.269
H -3.6781 0.1289 3.4105 0.103
H -2.3559 -0.6464 4.2019 0.101
H -0.8532 -0.0593 2.5636 0.101
H -2.0203 0.9872 1.8014 0.088
H -1.1175 -1.2276 0.5862 0.116
H -2.7925 -0.8035 0.3053 0.106
H -3.2724 -2.6626 3.5270 0.116
H -4.3141 -1.8544 2.3558 0.112
C 0.3910 1.9576 -0.7747 -1.004
Cl 1.9763 1.1159 -0.6940 0.463
Cl 0.2432 3.0615 0.6881 0.083
H 0.3289 2.5430 -1.6920 0.012
H -0.4052 1.2136 -0.7983 -0.045
C 4.4753 -0.7380 -3.0040 -1.012
Cl 3.8937 -2.3898 -3.1095 0.498
Cl 3.7610 0.1863 -4.3493 0.466
H 4.0877 -0.3623 -2.0570 -0.020
H 5.5592 -0.7775 -3.1121 0.025
C -3.4694 3.4129 -0.3628 -1.044
Cl -4.8264 3.1521 0.7315 0.442
Cl -2.9407 2.0272 -1.3245 0.517
H -3.8131 4.1553 -1.0830 0.010
H -2.6547 3.7625 0.2713 -0.024
```

Multiplicity   2
E   -3576.2996 Eh
Expectation value of S²   0.75
HOMO-LUMO gap (alpha / beta)   1.97 / 9.38 eV
M   471.12 g/mol
Charge   -1
F_max   2.07 eV/A


[2]
Computed, not measured: C15H30CrINOP2 as an isolated structure at a distorted geometry, with the ωB97M-V functional and the def2-TZVPD basis.

The geometry in XYZ format:
```
51
Properties=species:S:1:pos:R:3:lowdin_charge:R:1
Cr 0.2035 0.4721 0.2471 -0.040
P -2.4194 0.4983 1.2655 0.821
P 2.5602 0.2682 -0.7022 0.755
N -0.3169 -1.1055 -0.2361 -0.035
H -1.0236 0.9890 1.1725 -0.120
C -3.4983 0.6393 -0.0910 -0.162
H -4.4713 0.7453 0.4150 0.095
H -3.4714 -0.3021 -0.6548 0.087
H -3.3112 1.4849 -0.7625 0.058
C -2.6379 1.7603 2.4995 -0.185
H -3.7003 1.6734 2.6973 0.071
H -2.3620 2.7487 2.1067 0.083
H -2.0137 1.5296 3.3675 0.066
C -2.4843 -1.1129 1.9712 -0.173
H -3.4444 -1.0464 2.4978 0.090
H -1.6484 -1.3036 2.6510 0.070
H -2.5193 -1.8438 1.1566 0.068
C 2.6292 0.3556 -2.5011 -0.232
H 3.6497 0.1686 -2.8449 0.069
H 2.3031 1.3375 -2.8380 0.046
H 1.9613 -0.3880 -2.9426 0.060
C 3.7525 1.5131 -0.1610 -0.234
H 4.6815 1.3482 -0.7116 0.069
H 3.9225 1.3993 0.9107 0.039
H 3.3604 2.5142 -0.3583 0.035
C 3.2661 -1.3326 -0.2630 -0.239
H 4.2895 -1.3814 -0.6568 0.070
H 2.6471 -2.1301 -0.6895 0.049
H 3.2686 -1.4209 0.8272 0.040
C -0.2912 -2.4491 -0.2422 -0.382
C -0.8036 -4.6960 -1.1077 -0.050
C -0.8014 -3.2961 -1.2516 -0.002
C 0.3142 -3.1422 0.9034 -0.016
C 0.3139 -4.5166 1.0293 -0.045
C -0.2488 -5.3142 0.0139 -0.023
H -1.2504 -5.3558 -1.8979 0.136
H -1.2060 -2.8573 -2.1744 0.124
H 0.7705 -2.5198 1.6844 0.085
H 0.7453 -4.9634 1.8910 0.110
H -0.2379 -6.4128 0.1035 0.132
C 0.0451 3.2032 -1.1493 -0.377
O 0.2420 1.9538 -1.2502 -0.147
C -1.3236 3.6645 -1.5106 0.023
H -1.5849 4.5171 -0.8843 0.098
H -2.1009 2.8679 -1.4359 0.079
H -1.1627 3.9622 -2.5715 0.134
C 0.8996 4.0097 -0.2072 0.009
H 1.7822 4.3384 -0.8269 0.126
H 1.2275 3.4546 0.7413 0.100
H 0.3065 4.8866 0.1253 0.099
I 1.1918 0.5870 2.6452 0.465
```

E   -2743.7978 Eh
HOMO-LUMO gap (alpha / beta)   6.95 / 6.91 eV
M   481.26 g/mol
Charge   +2
F_max   5.17 eV/A


[3]
Computed, not measured: C15H30CrN2O8 as an isolated structure at a distorted geometry, with the ωB97M-V functional and the def2-TZVPD basis.

The geometry in XYZ format:
```
56
Properties=species:S:1:pos:R:3:lowdin_charge:R:1
Cr -0.4013 0.1181 -0.1338 0.750
C -3.8224 1.1200 -1.9240 -0.112
C -2.9168 2.1126 -1.1603 -0.491
O -1.8002 1.6069 -0.5846 -0.371
H -4.2447 0.2984 -1.3424 0.059
H -3.2967 0.6419 -2.7516 0.035
H -4.6248 1.7806 -2.2699 0.061
H -3.5726 2.7627 -0.5426 0.085
H -2.7173 2.9331 -1.8857 0.086
C 0.6892 -3.0974 2.2739 -0.070
C 1.0455 -2.8421 0.8109 -0.613
C 0.4050 -3.9147 -0.0682 -0.082
O 0.6843 -1.5862 0.3815 -0.365
H 1.2010 -4.0442 2.5425 0.073
H -0.3395 -3.3978 2.4695 0.075
H 1.1893 -2.4398 2.9829 0.047
H 2.1289 -3.0200 0.6697 0.118
H 0.5642 -3.7696 -1.1394 0.056
H -0.6732 -4.0323 0.0762 0.075
H 0.8478 -4.8953 0.1580 0.071
C 1.6598 0.1413 3.5051 -0.024
O 1.6900 1.5494 3.2859 0.009
C 1.0085 1.9867 2.2313 -0.568
O 0.3959 1.2983 1.4793 0.089
O 1.2642 3.2697 2.0028 0.020
C 2.5017 3.8641 2.3628 -0.034
H 1.6445 -0.0410 4.5771 0.100
H 2.4682 -0.3913 3.0085 0.106
H 0.7332 -0.2802 3.1098 0.078
H 2.3853 4.4392 3.2850 0.097
H 2.7327 4.5779 1.5758 0.094
H 3.2908 3.1358 2.5366 0.101
C 2.4441 3.0489 -1.8144 -0.026
O 2.9454 1.8193 -2.2843 0.035
C 2.2430 0.7150 -2.1238 -0.599
O 1.2459 0.6313 -1.4639 0.077
O 2.7892 -0.2527 -2.8107 0.044
C 2.3006 -1.5692 -2.5356 -0.008
H 2.0840 2.9799 -0.7874 0.088
H 1.6269 3.4297 -2.4304 0.108
H 3.2142 3.8152 -1.8668 0.095
H 3.0378 -2.2448 -2.9541 0.101
H 1.2667 -1.6605 -2.8786 0.077
H 2.1735 -1.7918 -1.4694 0.080
C -1.6268 -1.9532 -4.4031 -0.037
C -1.4433 -1.4850 -3.0467 -0.212
N -1.2946 -1.1137 -1.9761 0.209
H -0.6904 -1.8050 -4.9422 0.088
H -2.4364 -1.4616 -4.9357 0.089
H -1.8324 -3.0239 -4.3596 0.092
C -3.5926 0.6478 3.2475 -0.048
C -2.8676 -0.2028 2.3064 -0.236
N -2.3211 -0.8971 1.5741 0.177
H -3.3633 0.3862 4.2787 0.081
H -4.6503 0.4136 3.1196 0.085
H -3.3726 1.6897 3.0339 0.087
```

Relative energy (zero: lowest compared OMol25 entry of this formula, charge and spin)   0.000 eV
Multiplicity   5
E   -2345.3921 Eh
Expectation value of S²   6.01
HOMO-LUMO gap (alpha / beta)   7.16 / 7.68 eV
M   418.41 g/mol
Charge   0
F_max   2.58 eV/A


[4]
Computed, not measured: C15H30I2N3O17S4 as an isolated structure at a distorted geometry, with the ωB97M-V functional and the def2-TZVPD basis.

The geometry in XYZ format:
```
71
Properties=species:S:1:pos:R:3:lowdin_charge:R:1
C -1.5160 -2.2782 1.3588 -0.147
C -1.8385 -2.4775 -0.0890 -0.813
I -3.6432 -1.6581 -0.7387 0.945
C -1.0177 -3.1352 -0.9235 -0.812
I -1.3919 -3.4035 -2.9882 0.866
N 0.2128 -3.7289 -0.4462 0.026
C 0.0254 -5.0929 -0.2103 -0.372
N 0.3837 -6.0342 -1.1386 0.202
N -0.5241 -5.4491 0.9069 0.156
C -0.7819 -6.8450 1.2778 -0.078
C 0.5263 -7.5455 1.7265 -0.422
C 1.3488 -6.6091 2.6188 -0.028
O 0.2425 -8.7632 2.3653 0.003
H -0.4687 -2.4861 1.5563 0.078
H -1.6713 -1.2333 1.6072 0.072
H -2.1234 -2.9169 1.9978 0.083
H 0.9792 -3.5706 -1.0889 0.128
H 0.9570 -5.6422 -1.8711 0.109
H -0.4387 -6.4827 -1.5327 0.129
H -0.7712 -4.7101 1.5475 0.147
H -1.5057 -6.8847 2.0841 0.140
H -1.1800 -7.3744 0.4206 0.128
H 1.1275 -7.7525 0.8476 0.134
H 0.7059 -6.0189 3.2721 0.083
H 1.9450 -5.9206 2.0272 0.078
H 2.0280 -7.1911 3.2302 0.092
H -0.5615 -8.6570 2.8789 0.096
C -2.4151 2.5158 -2.6850 -0.177
C -3.3921 3.2306 -1.7807 -0.143
O -3.0482 2.7764 -0.4580 -0.188
S -1.4769 2.5142 -0.3725 0.572
O -0.8383 3.6442 0.1970 -0.213
O -1.2634 1.2094 0.1456 -0.257
O -1.1786 2.5111 -1.9393 -0.184
H -2.7122 1.4829 -2.8615 0.119
H -2.2789 3.0202 -3.6282 0.116
H -4.4254 2.9889 -2.0067 0.138
H -3.2549 4.3127 -1.8164 0.141
C -3.2316 0.2867 -7.5954 -0.153
C -2.8849 1.7301 -7.8909 -0.152
O -3.9831 2.4736 -7.3415 -0.175
S -4.5475 1.7315 -6.0483 0.613
O -3.9760 2.3230 -4.8863 -0.234
O -5.9448 1.5789 -6.1830 -0.194
O -3.8253 0.3224 -6.2860 -0.188
H -3.9707 -0.1018 -8.2975 0.137
H -2.3585 -0.3594 -7.5917 0.135
H -2.7902 1.9328 -8.9531 0.140
H -1.9708 2.0364 -7.3783 0.135
C 2.7242 3.1814 1.7842 -0.159
C 2.5055 3.2401 0.2900 -0.159
O 3.8161 3.0534 -0.2714 -0.185
S 4.6631 2.0752 0.6693 0.591
O 4.5952 0.7559 0.1457 -0.238
O 5.9057 2.6911 0.9544 -0.216
O 3.7218 2.1481 1.9553 -0.187
H 3.1217 4.1140 2.1667 0.089
H 1.8208 2.9239 2.3284 0.137
H 2.0867 4.1881 -0.0322 0.137
H 1.8674 2.4242 -0.0585 0.121
C 4.3896 6.2942 6.4190 -0.154
C 3.4081 5.2106 6.8106 -0.157
O 2.2230 5.5208 6.0611 -0.182
S 2.6298 6.1756 4.6608 0.623
O 2.6212 5.1642 3.6569 -0.238
O 1.9102 7.3804 4.4974 -0.198
O 4.1516 6.5000 5.0185 -0.177
H 4.1875 7.2292 6.9439 0.136
H 5.4226 6.0017 6.5821 0.138
H 3.1876 5.2054 7.8737 0.137
H 3.7596 4.2230 6.5052 0.134
```

E   -4220.6965 Eh
HOMO-LUMO gap   8.49 eV
M   906.49 g/mol
Charge   +1
F_max   1.02 eV/A